Record 1
The following is a DFT calculation (ωB97M-V/def2-TZVPD) of a gas-phase ion, C9H11ClN (charge +1).

```
22
Properties=species:S:1:pos:R:3:forces:R:3
N -1.0252 -2.2576 0.3951 -0.3 0.2 -0.1
C -1.0318 -0.9529 -0.3031 -1.8 2.6 -0.7
C 0.2870 -0.3051 -0.2587 0.4 -0.8 0.5
C 1.5491 -0.8701 -0.5412 -2.6 0.2 0.4
C 2.6231 -0.0709 -0.4377 -0.9 1.7 -0.2
C 2.5120 1.3135 -0.2799 -1.1 -0.8 0.8
C 1.2503 1.8205 0.0499 1.5 1.6 -0.8
C 0.1606 1.0161 0.0976 2.4 -1.7 -0.4
C -1.1301 1.5344 0.3570 -1.8 0.9 3.4
C -2.0931 0.3806 0.4469 1.7 -3.7 0.3
Cl -3.5822 0.5412 -0.3945 -0.6 0.1 -0.5
H -0.4092 -2.8918 -0.0971 -0.1 -0.6 -0.3
H -1.9383 -2.6424 0.5877 -0.6 -0.4 -0.5
H -0.6191 -2.1545 1.2955 0.8 0.4 1.3
H -1.2827 -1.0944 -1.3788 -0.6 -0.3 0.9
H 1.7265 -1.8592 -0.9117 -0.3 -0.6 0.1
H 3.4453 -0.6003 -0.7035 3.2 -0.6 -0.5
H 3.3986 1.8757 -0.3939 0.5 0.9 0.1
H 0.9588 2.8773 0.1005 1.1 -0.1 0.3
H -1.0993 2.1863 1.3117 -0.4 -1.1 -1.4
H -1.3646 2.1774 -0.4216 -1.0 1.3 -1.5
H -2.3358 -0.0238 1.4798 0.5 0.8 -1.1
```
Forces are in eV/Å.

Summary:
Lowest unoccupied orbital energy (eV): -3.5
Total charge: +1
HOMO energy (hartree): -0.474
Energy (hartree): -864.1958

---

Record 2
The following is a DFT calculation (ωB97M-V/def2-TZVPD) of a molecular structure, C9H11ClOSi.

```
23
Properties=species:S:1:pos:R:3:forces:R:3
C -2.1323 -2.6938 0.6445 -0.1 -1.8 0.4
C -1.2174 -2.1398 1.4627 1.4 -1.0 0.2
C -2.7255 -1.9962 -0.4434 0.1 -0.8 -0.3
C -0.5254 -0.8758 1.2954 -2.2 -0.5 -2.0
C -2.1980 -0.8491 -0.8690 4.7 2.2 4.2
C -0.7191 -0.0897 0.2062 -3.7 -2.4 -1.5
C -2.4989 0.0464 -1.9027 -1.9 -1.5 -1.4
C 0.8704 0.9180 -2.0537 1.0 -1.5 -1.4
C 1.5014 1.8594 0.7683 1.5 -1.8 -0.1
O -2.0612 1.0714 -2.2491 0.8 1.4 -0.1
Si 0.0620 1.4659 -0.4768 2.8 -1.6 1.1
Cl -3.8249 -0.7197 -2.9132 -0.3 0.3 -0.4
H -2.3284 -3.8198 0.7790 -0.1 2.1 -0.2
H -0.7562 -2.8564 2.1769 -0.5 0.8 -0.2
H -3.5211 -2.5115 -0.9724 0.0 0.3 -0.1
H 0.1267 -0.6778 2.0713 1.6 0.8 1.2
H 0.7171 1.4353 -3.0203 -0.9 -0.5 0.5
H 1.9693 1.0334 -2.0525 -0.2 -0.2 0.8
H 0.7059 -0.2430 -2.1304 0.1 2.2 -0.2
H 1.4723 1.1819 1.7004 -0.1 1.2 -1.3
H 2.4813 1.5568 0.2379 -1.4 0.2 0.7
H 1.7432 2.8803 1.0677 -0.6 0.1 0.1
H -0.8237 2.4928 -0.4140 -1.8 2.1 -0.2
```
Forces are in eV/Å.

Summary:
Lowest unoccupied orbital energy (eV): -0.8
HOMO energy (hartree): -0.345
ΔE to the lowest compared entry with this formula, charge and spin (kcal per mole): 45.69
Energy (hartree): -1174.3661